(1)
C4H8O2S | the ωB97M-V functional and the def2-TZVPD basis

```
15
Properties=species:S:1:pos:R:3:forces:R:3:lowdin_charge:R:1
H 2.402067 -1.994054 0.239091 1.2 0.8 0.3 0.09
H 3.421521 -0.376638 0.908109 -0.5 -2.0 -0.6 0.11
O -2.316691 -0.997257 0.675020 0.4 -0.6 1.6 -0.49
C -1.984799 1.636991 0.309704 1.1 0.2 1.3 -0.30
H -1.553984 1.449131 1.421024 -0.9 0.2 -2.8 0.11
H 3.669193 -0.928726 -0.781808 -1.5 -0.6 1.4 0.12
C -1.847744 -0.991231 -0.729771 1.4 -0.4 -0.2 -0.33
C 2.887078 -0.997229 0.090381 2.0 2.1 -0.6 -0.07
H -2.398162 -1.844622 -1.109636 -0.6 0.0 -0.9 -0.01
H -1.156143 1.625987 -0.481418 -1.0 0.5 1.4 0.06
H 0.854381 -0.520705 -0.428295 -0.7 0.0 -0.3 0.07
C 1.800842 -0.024520 -0.216414 -1.0 0.0 -0.2 -0.37
S -2.998082 0.191620 -0.121936 -1.3 1.5 0.1 0.94
H -2.619462 2.587810 0.392484 0.9 -1.5 -0.5 0.06
O 1.839983 1.183438 -0.166531 0.5 -0.3 0.0 0.01
```
Forces are in eV/Å.

LUMO level: 0.4 eV
HOMO: -8.185 eV
ΔE to the lowest compared entry with this formula, charge and spin: 140.77 kcal per mole

---

(2)
C36H40BMnNP2 | the ωB97M-V functional and the def2-TZVPD basis

```
81
Properties=species:S:1:pos:R:3:forces:R:3:mulliken_spin:R:1
H -3.091988 -3.878079 -6.206005 0.5 0.0 0.1 0.00
H 0.700610 1.074546 8.223188 0.1 0.6 -0.2 0.00
C -2.766433 -0.222660 4.344634 0.5 0.0 1.6 0.01
H -2.657264 -1.065160 6.297778 -0.3 1.1 -0.6 0.00
C -0.877434 2.597894 4.761887 1.0 -2.2 -0.2 0.01
C 0.908279 3.091860 -1.577166 0.5 0.5 0.0 0.00
H 0.179800 -0.826887 -0.282095 -0.3 -0.4 0.3 0.03
C -2.136166 -3.936632 -5.670318 0.3 0.2 0.1 0.00
H -2.451673 2.528312 2.160583 0.8 -0.9 0.3 0.00
C 3.073753 2.102386 -1.102822 -0.3 0.0 -0.5 0.00
C -0.213145 0.800462 -3.473745 0.8 -0.4 0.4 0.00
H -1.821644 0.905663 7.343010 -0.2 0.0 -0.5 0.00
C 2.189868 0.092484 -5.353232 -0.1 0.2 0.1 0.00
C 2.524189 4.265655 -0.207853 -0.2 -0.1 0.1 0.00
C 3.425263 1.505954 -6.853411 -0.1 -0.1 -0.2 0.00
C -2.708428 -3.462392 -0.237270 0.0 0.3 0.8 0.00
C -0.813291 2.088707 3.506831 0.4 2.0 0.3 0.00
H -1.577504 3.049237 6.625668 -0.8 -0.3 -0.5 0.00
B 0.840175 -0.074847 7.884176 -0.7 0.9 1.1 0.00
H 0.403189 -6.166455 -5.053953 -0.3 0.5 -0.2 0.00
C 1.813757 2.039080 -1.740513 -0.2 1.0 0.6 0.01
H -1.496881 1.043348 1.771076 -0.3 0.4 0.4 0.03
C -1.399295 -1.752843 0.928229 -0.3 -0.2 0.5 -0.17
C -0.913738 -2.335739 -1.365723 -0.5 0.5 1.0 0.08
H 3.444375 -0.252216 2.993574 1.1 -0.1 -0.2 0.00
Mn 1.154938 -0.330325 3.078388 0.1 0.1 0.9 5.03
C 0.189219 -4.235096 -4.116008 -0.7 0.6 0.0 0.00
C -0.608324 -1.593212 -0.196519 -0.3 -0.1 -0.6 -0.13
H -3.518559 -4.203298 -0.240918 0.3 0.4 0.1 0.00
C 2.388977 1.032376 -4.326056 0.2 0.0 0.7 0.00
H -1.521527 -5.788005 -6.600612 -0.2 -0.2 0.0 0.00
H 0.047986 3.038196 5.200450 -0.7 -0.4 -0.7 0.00
C -1.978812 2.415219 5.792100 0.3 2.6 -0.1 0.00
P 1.446730 0.561278 -2.696197 1.9 1.1 -2.1 0.00
H -2.415636 -2.041276 -4.622527 0.2 -0.3 -0.2 0.00
H 4.270292 3.336073 -6.016567 -0.1 -0.3 -0.1 0.00
H -0.032828 3.074384 -2.111131 -0.1 0.0 0.1 0.00
C -2.805458 -0.116371 5.710086 2.2 -0.5 -1.5 0.01
C -2.483960 1.174120 6.500211 -1.0 -1.4 -0.3 0.00
C 0.820524 0.028325 6.306827 0.2 -1.0 0.2 0.04
H -3.529209 0.272941 2.503661 0.1 0.6 0.5 0.00
C -1.298520 -5.053727 -5.843835 -0.2 0.5 0.5 0.00
H -2.833181 2.966520 5.350779 0.1 -0.2 0.4 0.00
H 0.568878 5.082184 -0.750981 0.4 -0.6 0.0 0.00
C 3.679406 2.437256 -5.843318 -0.5 -0.6 0.9 0.00
H 2.793439 5.115496 0.421898 -0.1 -0.1 -0.3 0.00
C 1.258866 4.225231 -0.831377 0.6 -0.2 0.3 0.00
C 3.050761 -1.062605 2.384488 -2.1 0.0 -0.2 -0.12
C -1.963210 -3.258273 -1.392207 -0.1 0.3 0.3 0.00
C -3.005997 0.839526 3.320307 -2.5 -0.2 -0.5 -0.01
C -1.928460 1.629169 2.615527 0.1 0.3 -0.1 -0.01
C -0.579138 -3.043928 -4.018996 -0.6 0.0 -0.4 0.00
H 1.038281 -4.369564 -3.428354 -0.3 0.1 -0.5 0.00
H -3.037269 -2.839718 1.819060 0.1 0.1 -0.3 0.00
N 0.751347 0.100802 5.146943 0.6 -0.5 -0.3 0.02
H -1.263044 -1.153724 1.854229 0.0 -0.4 -0.7 0.14
H 3.310159 -1.102080 1.304125 0.0 0.1 1.1 -0.01
H -2.075763 -0.257865 -3.174569 -0.6 0.0 -0.9 0.00
H 2.425826 -0.359274 -7.450229 0.3 0.4 0.4 0.00
H -0.131387 -0.549113 8.428447 -0.4 -0.4 -0.9 0.00
P -0.029688 -1.744432 -2.797493 -0.2 -1.9 -1.1 0.01
H -3.429218 1.513803 6.938079 0.1 0.0 0.4 0.00
H -0.419931 1.655779 -4.102795 -0.5 0.5 0.5 0.00
H 1.650851 -0.841675 -5.110292 0.2 0.6 -0.4 0.00
H 0.109635 2.340607 2.952784 -0.2 0.0 0.2 0.00
H 3.852180 1.666713 -7.833178 -0.1 0.1 -0.1 0.00
C -1.767545 -2.906537 -4.785309 0.7 -1.0 0.2 0.00
C -0.183578 -5.236673 -5.026281 0.3 0.3 0.4 0.00
C 3.156452 2.206468 -4.551633 -0.4 -0.7 -0.2 0.00
H 3.782329 1.292469 -1.285089 -0.1 0.1 0.2 0.00
H -3.809689 1.497475 3.725831 0.7 -0.1 -0.3 0.00
C -1.004366 -0.252539 -3.243211 0.6 -0.4 0.8 0.00
H -2.594731 -1.159230 3.815143 -0.3 -0.5 0.8 -0.01
C 3.444974 3.210048 -0.348066 -0.4 0.2 -0.1 0.00
C -2.441751 -2.689573 0.914218 0.0 -0.5 -0.2 0.03
H -2.281012 -3.743333 -2.320250 0.4 0.1 0.4 0.00
H 4.452256 3.252770 0.102701 -0.7 0.1 -0.2 0.00
H 3.345394 2.912015 -3.725263 -0.2 -0.4 -0.6 0.00
C 2.657631 0.350104 -6.642599 0.2 0.1 0.5 0.00
H 1.707124 -0.478973 8.610469 0.8 -0.3 -0.9 0.00
H 3.038938 -2.028618 2.918575 0.5 0.4 -0.4 0.01
```
Forces are in eV/Å.

LUMO level (spin up / spin down): -0.5 / -1.4 eV
2S+1: 6
HOMO (spin up / spin down): -7.420 / -7.419 eV
ΔE to the lowest compared entry with this formula, charge and spin: 58.17 kcal per mole

---

(3)
C28H28Br3F11NO28S2 | the ωB97M-V functional and the def2-TZVPD basis

```
101
Properties=species:S:1:pos:R:3:forces:R:3:lowdin_charge:R:1
Br -2.028240 -1.952430 -2.828813 0.1 0.1 -0.1 0.74
H -4.336674 1.787071 -1.297896 0.1 0.0 0.1 0.15
O -1.480804 2.337116 -3.859467 -0.1 0.2 0.0 0.18
H 0.117702 -6.146852 9.661098 0.0 -0.1 0.1 0.15
C 0.373922 -5.772095 6.920499 0.0 0.0 -0.1 -0.55
O -4.498658 5.650240 -2.730107 0.0 0.1 0.0 0.18
H -2.226490 -3.094571 5.641000 0.0 -0.1 0.0 0.14
C -4.719532 -2.455311 4.507985 0.0 0.1 0.1 -0.55
H -2.063998 -6.960913 7.663542 0.0 -0.1 0.0 0.14
H 4.558545 0.169280 -9.128870 -0.2 0.1 0.0 0.14
F -2.272494 -0.113964 2.567136 0.1 0.0 0.0 0.08
C 3.271867 6.132993 -0.414656 0.0 -0.1 0.1 -0.31
C -2.756375 3.189872 -0.861120 0.0 -0.1 -0.1 -0.30
C 3.232530 -5.520686 10.131713 0.0 0.0 0.1 -0.31
O 3.228918 -3.234408 10.011643 0.0 0.0 0.0 0.08
C 1.975119 -3.657207 10.268718 -0.1 0.0 0.1 -0.55
C -0.231465 -0.487495 -4.420670 -0.1 0.4 -0.1 -0.22
C -1.494186 -2.402119 -5.650231 -0.5 0.0 0.1 -0.95
H -1.731037 -3.220133 3.936802 -0.1 0.1 -0.1 0.15
C 2.481285 6.509186 0.822947 0.0 0.1 0.1 -0.05
Br 5.372787 -1.247077 -4.224373 0.2 0.1 0.3 0.39
C -3.520197 6.272890 -2.977715 0.0 0.2 0.0 -0.54
C 4.437228 -0.757695 -11.117545 -0.1 -0.1 0.1 -0.32
O -5.655166 -1.732350 4.445167 0.0 0.0 0.1 0.18
C -0.262098 -6.752324 8.840443 -0.1 -0.1 0.0 -0.31
O -3.510598 2.700784 -2.959045 0.0 0.0 0.0 0.08
S 2.291376 -0.030197 -5.395661 -0.2 0.6 0.0 0.48
O 1.096247 -5.351653 6.082651 0.0 0.0 0.0 0.19
H -0.740345 6.264007 -2.774939 0.1 0.0 0.0 0.15
F -2.556392 -0.418886 -4.979532 0.1 -0.1 -0.1 0.00
C -0.302757 1.617326 4.664651 0.1 0.0 -0.1 -0.55
C -2.128057 2.102600 3.417156 0.0 0.1 0.1 -0.04
O -3.143946 6.684223 -4.206756 0.0 0.0 0.0 0.08
Br -2.792853 -3.845727 -5.448191 -0.1 0.1 0.0 0.74
H 4.529443 -4.231990 11.276875 0.0 -0.1 0.0 0.14
H 4.919020 0.107059 -11.579685 0.1 0.0 0.0 0.17
C 2.221238 -0.406388 -11.138665 0.0 0.0 0.1 -0.56
C -1.443680 7.092134 -2.731355 0.0 0.1 -0.1 -0.31
H -4.813214 3.491059 -1.553960 0.1 0.1 -0.2 0.12
O -3.437454 -2.084660 4.293372 0.0 -0.1 0.1 0.04
C -1.481643 -6.177633 8.150686 -0.1 0.0 0.0 -0.04
C -2.061622 0.614560 3.686110 0.1 0.1 -0.2 -0.32
O 2.639588 -0.011376 -9.927291 0.0 0.0 0.0 0.08
H -1.311304 7.383714 -4.899288 -0.1 -0.2 0.0 0.14
O -0.882232 -5.336515 7.158616 0.0 0.0 0.0 0.06
C -2.172437 2.527852 -2.916301 0.0 -0.2 -0.1 -0.54
C -1.541158 -1.249035 -4.605782 0.0 -0.1 0.5 -0.77
O 1.979758 -4.998025 10.546055 0.0 -0.1 -0.3 0.10
H -2.598563 4.267436 -0.794578 0.0 0.0 0.1 0.16
O -1.168268 2.610083 4.356057 -0.1 0.0 0.0 0.07
F 5.270687 -1.822108 -11.240300 0.0 0.0 0.0 0.07
S 4.053982 -2.133430 -5.793924 -0.7 -0.5 -0.6 0.17
O 2.879116 0.812843 -6.416501 -0.1 -0.3 0.1 -0.34
F -0.463143 -8.019796 9.277593 0.0 0.0 -0.1 0.08
O 1.135685 -0.232592 -11.588521 0.0 -0.1 0.0 0.16
C 3.962759 -0.535798 -9.698306 0.0 0.0 0.0 -0.04
C 1.145248 5.468066 -0.667334 0.0 -0.2 0.1 -0.53
C -2.579737 -3.188088 4.613476 0.1 0.0 -0.1 -0.03
O 2.456213 0.421817 -4.028268 0.0 -0.2 -0.2 -0.36
C -3.528970 -4.359912 4.466338 0.0 0.1 0.1 -0.30
H 0.404569 -1.015400 -3.709840 0.0 -0.1 -0.3 0.10
O 3.234619 -1.029721 -11.812182 0.1 0.2 -0.1 0.12
F -1.733025 -1.869820 -6.853370 0.1 0.2 -0.4 0.05
H -2.318643 8.574974 -4.036655 0.0 0.0 0.1 0.14
H -2.123062 -5.595366 8.805146 0.1 0.1 0.0 0.14
H 3.896540 -1.467258 -9.141405 0.0 0.0 0.0 0.12
F -0.293941 -2.944129 -5.661151 0.6 -0.3 0.1 0.08
O 4.070012 -3.544425 -5.515773 0.1 0.4 -0.1 -0.39
H 4.951902 -4.294680 9.545932 -0.1 0.1 -0.1 0.14
O -4.778619 -3.785140 4.800372 0.0 0.0 -0.2 0.13
C -4.000664 2.774811 -1.619336 -0.2 0.0 0.1 -0.05
F -2.716352 2.666765 0.398091 0.0 0.0 -0.1 0.06
H -1.805608 2.333309 2.405081 0.0 -0.1 0.0 0.12
H -3.583041 -4.775919 3.459390 0.0 -0.1 0.0 0.18
H 0.275519 0.922593 -6.020092 -0.1 -0.1 0.1 0.11
O 2.418950 5.192027 -1.038213 0.0 0.2 -0.2 0.15
C 4.136472 -4.311936 10.262449 0.1 0.0 -0.1 -0.04
H 2.637993 7.532073 1.152085 -0.1 0.0 -0.1 0.14
H 3.138570 -5.914110 9.117927 0.0 -0.1 0.0 0.17
O 1.134191 6.327439 0.377736 0.0 0.0 0.0 0.07
F 4.451769 5.548371 -0.114893 0.0 -0.1 0.0 0.09
F 3.591096 -6.527421 10.962742 0.0 0.0 0.1 0.08
H -3.106376 2.537639 3.599393 0.1 0.0 0.1 0.14
O -2.612429 6.675751 -2.048034 0.1 -0.3 0.0 0.13
H 2.693117 5.818144 1.639839 0.1 0.0 0.0 0.15
N 2.590681 -1.595827 -5.584830 0.6 0.1 0.5 -0.36
H -0.528242 0.443705 -3.930284 0.1 -0.3 0.1 0.09
O -1.726625 2.614405 -1.632699 0.0 0.2 0.0 0.13
H 3.455457 6.957495 -1.106057 0.1 0.0 0.0 0.17
O 0.175147 5.023436 -1.186473 0.0 0.1 0.1 0.17
F -3.252163 -5.359909 5.337177 -0.1 0.0 0.1 0.07
H -2.726843 0.258836 4.471619 -0.1 -0.1 -0.1 0.16
O 0.669238 1.745028 5.329419 0.0 0.0 0.0 0.18
O 4.651134 -1.675290 -7.023477 0.2 -0.1 0.2 -0.41
C 0.530645 -0.089595 -5.694886 -0.2 0.0 -0.1 -0.22
O 1.000256 -2.986929 10.254784 0.0 0.0 0.0 0.19
F -0.873035 8.117916 -2.047389 -0.1 0.0 0.0 0.07
O -0.717957 0.445470 4.107948 -0.1 -0.1 0.3 0.13
H 0.392277 -0.768955 -6.531945 0.0 0.1 0.0 0.09
C -1.996863 7.532862 -4.070881 0.0 0.0 -0.1 -0.04
O 0.698847 -6.763951 7.800088 0.2 0.2 0.1 0.12
```
Forces are in eV/Å.

LUMO level: 1.5 eV
HOMO: -6.298 eV
ΔE to the lowest compared entry with this formula, charge and spin: 0.00 kcal per mole
net charge: -1

---

(4)
C15H24NO2 | the ωB97M-V functional and the def2-TZVPD basis

```
42
Properties=species:S:1:pos:R:3:forces:R:3:lowdin_charge:R:1
C -2.680365 -0.641580 -0.565076 7.3 -11.7 -7.6 -0.05
H -4.952830 -2.129203 0.237642 0.7 -0.9 0.1 0.13
H -3.509468 2.021378 1.062872 0.0 -1.1 0.4 0.12
C 1.285372 1.888246 -0.143247 -0.5 6.6 6.4 -0.40
H 5.811954 -1.399570 0.829706 0.1 0.5 -1.1 0.14
H 2.832577 0.548141 1.737927 1.2 0.9 0.0 0.15
H -7.234305 -0.247634 -0.160368 -1.5 4.6 -2.2 -0.02
O -4.735622 -0.220403 0.111444 3.1 13.0 6.9 0.03
H 5.378114 -1.870117 -1.625009 -2.7 1.1 2.1 0.21
C 3.841147 -1.248274 1.582585 2.9 0.5 -2.9 -0.03
C 2.682798 1.743624 -0.348689 2.4 -2.0 -7.2 -0.05
H 2.946500 -1.733466 1.285725 -1.3 -0.4 0.6 0.09
H -0.619364 -1.491021 -1.350995 -1.8 2.4 1.8 0.18
H 2.318784 -0.227502 -0.279658 0.9 -0.6 0.0 0.20
C 4.885231 -1.845265 0.423767 0.4 6.1 8.3 -0.25
O 0.686422 0.807319 -0.408215 -3.9 -6.0 -1.9 -0.07
H -1.102988 2.450040 1.057415 -1.0 -2.7 -3.1 0.19
H -5.151371 -1.192932 -1.324768 -1.1 -1.7 -0.1 0.15
H 2.777439 1.819368 -1.573494 0.2 -0.1 2.8 0.19
H -7.154114 -0.894160 1.464041 1.7 -0.7 -3.3 0.16
H 4.588610 0.792377 1.381622 2.4 1.9 -0.1 0.12
C -5.277996 -1.210270 -0.212930 -9.8 -10.9 -4.6 -0.38
H -7.565532 -1.802789 -0.099291 0.5 -0.8 -0.1 0.06
H 3.620113 -2.316885 -1.166879 0.9 2.9 0.7 0.19
N 3.248031 0.230483 -0.152811 -3.3 8.3 -0.5 -0.12
H 3.868703 0.155232 -1.987905 -1.8 0.1 -4.0 0.08
C -3.491585 0.001228 0.113171 -0.8 6.8 4.3 -0.41
C -6.850660 -1.058796 0.233383 1.4 -3.3 4.0 -0.01
H 3.363059 2.431321 0.033628 0.9 1.0 1.1 0.12
H 4.221837 -1.461561 2.570820 -0.3 0.2 0.2 0.11
C -1.231306 -0.638666 -0.741447 -1.4 0.3 -1.1 0.05
H 5.167676 0.665039 -1.192033 -0.6 -0.4 1.6 0.19
H 5.092542 -2.749244 0.637521 0.6 -7.0 0.8 0.05
C -2.946231 1.134932 0.716016 3.3 3.5 -2.1 0.10
H 1.266533 2.209260 1.113822 -0.7 -0.7 -2.7 0.19
H -3.130992 -1.662389 -1.078832 1.1 2.6 1.2 0.18
C 4.396150 -1.473395 -0.771803 3.2 -3.0 -10.9 -0.23
C -0.763079 0.603093 -0.339456 3.3 -0.9 0.0 -0.26
C 3.741445 0.293429 1.135673 -4.8 -5.8 5.8 -0.14
H 0.870611 2.796521 -0.647416 0.5 -0.4 0.3 0.16
C -1.528750 1.530717 0.279351 -3.6 1.9 5.7 0.01
C 4.254532 0.033395 -1.081444 1.9 -4.2 0.2 -0.14
```
Forces are in eV/Å.

LUMO level: -2.4 eV
HOMO: -11.469 eV
ΔE to the lowest compared entry with this formula, charge and spin: 319.36 kcal per mole
net charge: +1